Below is a cluster of 2 separate species, C5H8O in total, with properties calculated with ωB97M-V/def2-TZVPD.

Computed properties:
HOMO level ... -8.43 eV
DFT total energy ... -7357.7012 eV
Strongest force on any atom ... 0.0699 Eh/bohr
Kohn-Sham gap ... 9.31 eV
ΔE to the lowest compared entry with this formula, charge and spin ... 439.4 kJ/mol

XYZ file:
```
14
Properties=species:S:1:pos:R:3:mulliken_charge:R:1
C 0.539 1.676 -0.522 -0.26
C 0.920 0.520 0.005 0.17
C -0.214 1.186 0.605 -0.19
C 1.854 -0.603 0.075 -0.90
C -1.882 -0.854 -0.157 -0.53
O -1.982 0.485 0.095 -0.57
H 0.632 2.438 -1.256 0.40
H -0.487 1.563 1.564 0.34
H 2.715 -0.421 -0.565 0.30
H 1.359 -1.519 -0.246 0.27
H 2.182 -0.746 1.104 0.30
H -1.550 -1.431 0.724 0.22
H -1.205 -1.080 -0.999 0.18
H -2.882 -1.213 -0.428 0.27
```

=====

Below is a cluster of 2 separate species, C18H25NO4 in total, with properties calculated with ωB97M-V/def2-TZVPD.

Computed properties:
HOMO level ... -8.98 eV
DFT total energy ... -28744.2590 eV
Strongest force on any atom ... 0.1372 Eh/bohr
SMILES ... C#CCN(CC)C(=O)OCCCC(=O)OCC.c1ccccc1
Kohn-Sham gap ... 9.45 eV
ΔE to the lowest compared entry with this formula, charge and spin ... 914.8 kJ/mol

XYZ file:
```
48
Properties=species:S:1:pos:R:3:mulliken_charge:R:1
C -0.360 -4.078 3.825 -0.43
C -1.497 -3.455 3.540 -0.24
C -2.745 -2.451 3.221 -0.16
N -3.200 -2.629 1.807 0.16
C -4.423 -1.828 1.476 -0.62
C -4.145 -0.363 0.863 -0.75
C -2.110 -2.462 0.823 -0.07
O -2.227 -3.083 -0.305 -0.63
O -0.924 -1.673 1.005 0.14
C 0.254 -2.475 0.588 -0.47
C 1.629 -1.861 1.228 -0.66
C 2.379 -0.815 0.234 -0.68
C 1.495 0.491 -0.126 0.64
O 0.828 0.462 -1.231 -0.57
O 1.433 1.697 0.656 -0.33
C 0.527 1.565 1.791 -0.04
C -1.035 1.750 1.406 -0.66
H 0.708 -4.400 4.146 0.34
H -2.503 -1.366 3.524 0.28
H -3.605 -2.834 3.909 0.43
H -5.004 -1.688 2.480 0.34
H -5.127 -2.450 0.800 0.32
H -3.654 0.381 1.613 0.13
H -5.196 0.100 0.637 0.40
H -3.603 -0.373 -0.168 0.26
H 0.308 -2.602 -0.554 0.23
H 0.107 -3.542 1.041 0.46
H 1.429 -1.423 2.283 0.25
H 2.338 -2.778 1.357 0.35
H 2.723 -1.325 -0.750 0.33
H 3.356 -0.464 0.759 0.34
H 0.766 2.408 2.562 0.31
H 0.689 0.572 2.380 0.02
H -1.634 1.967 2.386 0.37
H -1.524 0.813 0.945 -0.08
H -1.176 2.633 0.679 0.30
C 3.263 1.809 -4.530 -0.60
C 3.649 2.853 -5.366 -0.31
C 3.284 4.161 -5.060 -0.42
C 2.529 4.425 -3.920 -0.41
C 2.136 3.379 -3.089 -0.34
C 2.503 2.071 -3.393 -0.04
H 3.554 0.790 -4.765 0.35
H 4.236 2.648 -6.256 0.35
H 3.588 4.976 -5.710 0.35
H 2.247 5.445 -3.680 0.35
H 1.542 3.584 -2.203 0.39
H 2.199 1.258 -2.744 0.31
```

=====

Below is a structure of composition C25H34N5O2Rh, with properties calculated with ωB97M-V/def2-TZVPD.

Computed properties:
HOMO level (alpha / beta) ... -12.62 / -12.68 eV
DFT total energy ... -41016.0702 eV
Strongest force on any atom ... 0.0820 Eh/bohr
Kohn-Sham gap (alpha / beta) ... 4.36 / 4.66 eV
ΔE to the lowest compared entry with this formula, charge and spin ... 157.2 kJ/mol
Charge ... +2

XYZ file:
```
67
Properties=species:S:1:pos:R:3:mulliken_charge:R:1
Rh 0.498 0.105 -1.851 0.18
C 0.879 -4.013 -0.779 -1.67
C 0.480 -2.686 -1.326 0.37
N 1.316 -1.716 -1.657 0.18
C 2.751 -1.755 -1.556 -0.45
C 3.396 -0.922 -2.687 -0.95
N 2.601 0.272 -3.035 -0.01
C 3.248 1.579 -2.852 -0.83
C 2.910 2.172 -1.480 -0.77
N 1.464 2.124 -1.243 0.30
C 0.667 3.245 -1.776 -1.00
C -0.458 2.744 -2.707 -0.58
N -0.901 1.435 -2.297 0.14
C -2.154 1.015 -2.275 1.05
C -3.340 1.889 -2.485 -2.02
C -2.280 -0.394 -1.989 0.42
C -3.426 -1.169 -1.858 -0.57
C -3.305 -2.515 -1.520 -0.90
C -2.054 -3.098 -1.333 -0.45
C -0.906 -2.322 -1.479 0.79
N -1.070 -1.000 -1.804 -0.05
H 1.950 -4.169 -0.854 0.41
H 0.372 -4.823 -1.296 0.45
H 0.601 -4.068 0.275 0.36
H 3.145 -2.776 -1.610 0.40
H 3.042 -1.332 -0.586 0.23
H 3.498 -1.557 -3.573 0.46
H 4.401 -0.627 -2.371 0.37
H 2.318 0.190 -4.008 0.23
H 2.887 2.253 -3.632 0.45
H 4.338 1.502 -2.944 0.38
H 3.288 3.200 -1.428 0.49
H 3.405 1.594 -0.697 0.40
H 1.303 2.075 -0.238 -0.22
H 1.313 3.932 -2.327 0.47
H 0.217 3.793 -0.944 0.45
H -0.080 2.667 -3.735 0.29
H -1.279 3.466 -2.694 0.40
H -3.151 2.681 -3.204 0.51
H -3.627 2.341 -1.533 0.39
H -4.183 1.306 -2.841 0.49
H -4.404 -0.738 -1.991 0.43
H -4.196 -3.109 -1.396 0.48
H -1.977 -4.144 -1.078 0.50
C -0.457 -0.634 6.800 -1.50
C -0.475 -0.353 5.346 0.58
C 0.468 0.504 4.767 -1.10
C 0.392 0.856 3.432 0.58
C 1.370 1.802 2.814 -1.20
C -0.614 0.259 2.655 0.48
C -1.617 -0.548 3.209 1.10
C -2.755 -1.057 2.388 -1.29
C -1.500 -0.877 4.547 -1.04
C -0.568 0.471 1.131 0.82
O -1.424 1.219 0.683 -0.61
O 0.365 -0.111 0.542 -0.29
H 0.477 -0.324 7.261 0.37
H -0.634 -1.692 6.990 0.38
H -1.274 -0.099 7.290 0.31
H 1.265 0.907 5.377 0.34
H 2.059 2.196 3.556 0.45
H 0.840 2.634 2.350 0.28
H 1.943 1.284 2.046 0.13
H -2.390 -1.675 1.569 0.08
H -3.303 -0.223 1.954 0.30
H -3.433 -1.645 2.998 0.41
H -2.228 -1.543 4.989 0.40
```

=====

Below is a structure of composition C57H51N6O6PS2TeTl, with properties calculated with ωB97M-V/def2-TZVPD.

Computed properties:
HOMO level (alpha / beta) ... 0.71 / -2.69 eV
DFT total energy ... -124109.8971 eV
Expectation value of S² ... 0.7710
Strongest force on any atom ... 0.0306 Eh/bohr
Kohn-Sham gap (alpha / beta) ... 3.01 / 6.41 eV
Spin multiplicity ... 2
ΔE to the lowest compared entry with this formula, charge and spin ... 278.8 kJ/mol
Charge ... -2

XYZ file:
```
125
Properties=species:S:1:pos:R:3:mulliken_spin:R:1
Tl 0.804 0.132 -0.764 0.01
C -2.931 3.386 2.041 0.00
N -1.709 2.691 2.396 0.00
C -1.314 1.496 1.869 0.01
N -0.040 1.264 2.140 0.00
C 0.430 2.380 2.781 0.00
C -0.602 3.274 2.959 0.00
C -0.629 4.536 3.700 0.00
C 0.225 5.581 3.348 0.00
C 0.246 6.745 4.095 0.00
C -0.575 6.882 5.207 0.00
C -1.434 5.850 5.559 0.00
C -1.468 4.687 4.807 0.00
C 1.842 2.573 3.145 0.00
C 2.206 3.154 4.360 0.00
C 3.538 3.392 4.657 0.00
C 4.529 3.042 3.752 0.00
C 4.178 2.457 2.543 0.00
C 2.847 2.230 2.241 0.00
P -2.614 0.345 1.272 -0.01
C -2.591 0.265 -0.584 -0.02
N -1.764 -0.440 -1.350 0.01
C -2.292 -0.453 -2.604 -0.01
C -3.482 0.260 -2.608 0.01
N -3.661 0.688 -1.314 -0.01
C -4.735 1.527 -0.824 0.00
C -4.487 0.377 -3.660 0.00
C -5.135 1.580 -3.951 0.00
C -6.085 1.640 -4.956 0.00
C -6.408 0.511 -5.697 0.00
C -5.764 -0.689 -5.419 0.00
C -4.819 -0.756 -4.413 0.00
C -1.575 -1.100 -3.700 0.00
C -0.709 -2.159 -3.416 0.00
C -0.003 -2.785 -4.431 0.00
C -0.141 -2.356 -5.744 0.00
C -0.979 -1.286 -6.029 0.00
C -1.690 -0.660 -5.020 0.00
C -1.834 -1.255 1.623 0.11
N -0.717 -1.747 1.152 -0.05
C -0.528 -2.970 1.729 0.10
C -1.595 -3.260 2.605 0.13
N -2.416 -2.137 2.522 0.08
C -3.707 -1.978 3.135 -0.01
C -1.920 -4.455 3.325 -0.05
C -2.553 -4.456 4.602 0.13
C -2.844 -5.631 5.255 -0.09
C -2.532 -6.875 4.687 0.31
C -1.889 -6.895 3.439 -0.11
C -1.596 -5.731 2.771 0.16
C 0.690 -3.716 1.471 -0.05
C 1.352 -3.578 0.238 0.06
C 2.517 -4.275 -0.026 -0.04
C 3.078 -5.100 0.946 0.07
C 2.451 -5.220 2.181 -0.05
C 1.268 -4.553 2.440 0.07
H -2.899 3.634 0.976 0.00
H -3.793 2.745 2.233 0.00
H -3.017 4.300 2.624 0.00
H 0.858 5.462 2.478 0.00
H 0.913 7.552 3.818 0.00
H -0.560 7.793 5.792 0.00
H -2.062 5.946 6.436 0.00
H -2.122 3.873 5.094 0.00
H 1.441 3.419 5.078 0.00
H 3.806 3.848 5.603 0.00
H 5.573 3.210 3.988 0.00
H 4.949 2.181 1.834 0.00
H 2.576 1.803 1.284 0.00
H -5.631 1.361 -1.419 0.00
H -4.933 1.271 0.216 0.00
H -4.420 2.568 -0.891 0.00
H -4.846 2.475 -3.416 0.00
H -6.573 2.580 -5.182 0.00
H -7.143 0.565 -6.490 0.00
H -6.002 -1.576 -5.993 0.00
H -4.320 -1.692 -4.195 0.00
H -0.614 -2.491 -2.390 0.00
H 0.654 -3.616 -4.200 0.00
H 0.407 -2.849 -6.538 0.00
H -1.070 -0.928 -7.048 0.00
H -2.315 0.193 -5.241 0.00
H -4.181 -2.952 3.247 0.02
H -3.635 -1.501 4.118 0.00
H -4.328 -1.351 2.498 -0.01
H -2.776 -3.515 5.091 0.06
H -3.319 -5.595 6.231 -0.01
H -2.769 -7.796 5.205 0.04
H -1.636 -7.847 2.986 -0.01
H -1.135 -5.767 1.793 0.06
H 0.915 -2.922 -0.505 0.02
H 2.997 -4.189 -0.994 0.00
H 3.999 -5.633 0.744 0.01
H 2.899 -5.832 2.956 0.00
H 0.788 -4.657 3.403 0.04
O 3.164 -2.354 -3.123 0.00
H 2.871 -2.451 -2.208 0.00
H 2.399 -2.015 -3.606 0.00
O 2.188 -0.940 2.490 0.00
H 2.021 -1.671 1.884 0.00
H 1.516 -0.277 2.269 0.00
O 1.539 1.581 -3.141 0.00
S -0.835 3.330 -1.938 0.00
O -2.209 3.738 -1.579 0.00
O -0.343 2.369 -0.907 0.00
O 0.035 4.483 -2.105 0.00
S 0.341 1.835 -4.068 0.00
C -0.951 2.596 -3.537 0.00
C 5.776 -0.143 -1.671 0.00
Te 3.909 0.552 -2.592 0.00
C 4.656 2.472 -1.939 0.00
C 6.116 2.327 -1.637 0.00
C 6.936 3.441 -1.471 0.00
C 8.276 3.302 -1.148 0.00
C 8.818 2.034 -0.994 0.00
C 8.014 0.919 -1.175 0.00
C 6.665 1.050 -1.496 0.00
H 6.268 -0.914 -2.264 0.00
H 5.563 -0.582 -0.692 0.00
H 4.110 2.787 -1.048 0.00
H 4.477 3.225 -2.705 0.00
H 6.508 4.429 -1.592 0.00
H 8.894 4.181 -1.011 0.00
H 9.863 1.912 -0.734 0.00
H 8.433 -0.074 -1.056 0.00
```